# CH5IN2

A cluster of 2 separate species, CH5IN2 in total at a distorted geometry (ωB97M-V/def2-TZVPD, OMol25).

## Properties
E_tot, eV: -12196.1321
Kohn-Sham gap, hartree: 0.313
HOMO level, Eh: -0.2892
Relative energy (zero: lowest compared OMol25 entry of this formula, charge and spin), eV: 1.448

Positions of all 9 atoms, in Å:
C -0.72578 -1.01199 -1.15126
N 0.27625 -0.36501 -0.62602
N 1.53469 -0.74170 -0.35423
I 0.36560 2.56905 3.16986
H -1.01113 3.16903 2.76628
H -0.52796 -2.01643 -1.57183
H -1.69835 -0.49185 -1.25869
H 0.17240 0.54406 -0.15054
H 1.61429 -1.65516 -0.82357

Results of the natural (NBO) charge analysis, in e, for atoms 1 through 5: -0.298, -0.210, -0.587, -0.088, 0.089

***

# CH23O11

A cluster of 11 separate species, CH23O11 in total at a distorted geometry (ωB97M-V/def2-TZVPD, OMol25).

## Properties
E_tot, eV: -23934.7980
Net charge: -1
Kohn-Sham gap, hartree: 0.346
HOMO level, Eh: -0.2388
Relative energy (zero: lowest compared OMol25 entry of this formula, charge and spin), eV: 0.790

Positions of all 35 atoms, in Å:
C -0.29596 -0.14948 1.13494
O -0.79027 0.20840 -0.09788
H -0.87270 -0.93377 1.46565
H -0.37843 0.63621 1.85937
H 0.69429 -0.41120 1.17686
O 3.98806 -0.06898 1.17063
H 3.26343 0.52606 1.40898
H 3.52002 -0.76169 0.71303
O 2.64530 -2.37633 0.16921
H 2.31571 -2.70044 0.97088
H 1.87465 -2.29417 -0.39627
O -0.45249 -4.08061 0.25005
H -0.27336 -3.16087 0.06890
H 0.17530 -4.55755 -0.22493
O 0.09003 3.62416 0.71652
H 0.64486 2.94261 1.06333
H -0.67244 3.11701 0.46819
O 0.26210 -1.88689 -1.28643
H 0.82155 -1.50813 -1.96888
H -0.08371 -1.10058 -0.87961
O -2.50977 2.21767 0.48749
H -1.96436 1.45169 0.40025
H -3.35744 1.80742 0.56987
O -2.82268 1.29642 -2.22608
H -1.94885 0.86812 -2.49538
H -2.85997 1.53140 -1.27146
O -3.03216 -1.11797 -0.71137
H -2.18990 -0.79204 -0.42023
H -3.10177 -1.97846 -0.31261
O 1.98079 1.76659 1.13703
H 2.16700 1.66721 0.19163
H 1.32066 1.09759 1.31813
O 0.98350 1.61294 -1.54923
H 0.45919 2.39853 -1.90064
H 0.39980 1.10912 -0.99997

Results of the natural (NBO) charge analysis, in e, for atoms 1 through 5: -0.263, -0.997, 0.158, 0.142, 0.128

***

# C3H5NO2

The molecule C3H5NO2 at a distorted geometry (ωB97M-V/def2-TZVPD, OMol25).

## Properties
E_tot, eV: -8775.6824
Kohn-Sham gap, hartree: 0.394
SMILES: C=NCC(=O)O
HOMO level, Eh: -0.3687
Relative energy (zero: lowest compared OMol25 entry of this formula, charge and spin), eV: 2.012

Positions of all 11 atoms, in Å:
C 0.91343 -1.29714 -0.73422
N -0.33345 -1.23911 -0.78102
C -0.88886 -0.39973 0.15520
C -0.34144 1.11734 0.11215
O -0.42996 1.75718 -0.89930
O 0.18655 1.55217 1.26197
H 1.48398 -2.01639 -1.30937
H 1.52461 -0.75937 -0.14600
H -0.59941 -0.71342 1.29707
H -1.95682 -0.45538 -0.01397
H 0.44136 2.45383 1.05750

Results of the natural (NBO) charge analysis, in e, for atoms 1 through 5: -0.012, -0.385, -0.341, 0.775, -0.584

***

# C24H16I3N3O3ReS3

A structure of composition C24H16I3N3O3ReS3 at a distorted geometry (ωB97M-V/def2-TZVPD, OMol25).

## Properties
Multiplicity: 2
⟨S²⟩: 0.9672
E_tot, eV: -94698.7622
Kohn-Sham gap (alpha / beta), hartree: 0.197 / 0.162
HOMO level (alpha / beta), Eh: -0.2571 / -0.2404
Relative energy (zero: lowest compared OMol25 entry of this formula, charge and spin), eV: 2.404

Positions of all 53 atoms, in Å:
Re -0.23272 0.23176 0.66291
C 3.91246 2.21828 0.67837
C 3.73993 1.02919 -0.21588
N 4.62070 0.82009 -1.17027
C 4.45219 -0.21703 -2.00626
C 3.42834 -1.12533 -1.89796
C 3.30932 -2.27182 -2.87483
O 1.97365 -2.56918 -3.24314
C 2.47891 -0.92396 -0.87835
C 1.45541 -1.91779 -0.63171
N 0.33906 -1.66696 -0.04123
C -0.50944 -2.77468 0.25898
C -0.82164 -3.73024 -0.69858
C -1.65167 -4.79012 -0.36727
C -2.17334 -4.90279 0.91273
C -1.86852 -3.95071 1.87631
C -1.04394 -2.89569 1.53583
I -0.55683 -1.41033 2.93400
C 2.60855 0.19206 -0.04229
O 1.73961 0.49611 0.90892
H 4.86243 2.69763 0.45688
H 3.87960 1.92893 1.73011
H 3.10453 2.93548 0.51252
H 5.18186 -0.30785 -2.80357
H 3.70826 -3.19001 -2.43527
H 3.92245 -2.04609 -3.75241
H 1.58735 -1.79133 -3.67835
H 1.67087 -2.94573 -0.90225
H -0.43074 -3.61425 -1.70206
H -1.90253 -5.52389 -1.12130
H -2.82720 -5.72651 1.16530
H -2.27540 -4.02879 2.87517
I -5.37924 -0.24725 0.03302
C -4.26275 1.36400 0.70766
C -4.88691 2.58855 1.01361
C -4.17330 3.66528 1.46625
I -5.18953 5.43749 1.89130
C -2.76741 3.57327 1.63448
C -1.91070 4.60005 2.09193
C -0.56833 4.36864 2.20536
C -0.04461 3.11410 1.85647
N -0.81597 2.13960 1.42676
C -2.16335 2.34512 1.31472
C -2.90136 1.21477 0.85208
O -2.24305 0.10400 0.60773
H -5.95734 2.66937 0.88338
H -2.32643 5.56577 2.34573
H 0.10320 5.14053 2.55270
H 1.01451 2.89566 1.91688
S 0.65907 0.48942 -4.04347
C -0.31014 0.27193 -2.69697
S -1.47282 -0.90057 -2.73715
S -0.08505 1.37180 -1.36747

Results of the natural (NBO) charge analysis, in e, for atoms 1 through 5: 1.060, -0.643, 0.187, -0.382, 0.009

***

# C5H5BrO2

A structure of composition C5H5BrO2 at a distorted geometry (ωB97M-V/def2-TZVPD, OMol25).

## Properties
Multiplicity: 3
⟨S²⟩: 2.0132
E_tot, eV: -79394.5745
Kohn-Sham gap (alpha / beta), hartree: 0.233 / 0.237
HOMO level (alpha / beta), Eh: -0.2129 / -0.3745
Relative energy (zero: lowest compared OMol25 entry of this formula, charge and spin), eV: 4.055

Positions of all 13 atoms, in Å:
C -0.01629 1.90414 1.15902
C 0.56494 1.80897 2.20320
C -0.00757 2.26332 -0.28201
C -0.89147 0.05234 -0.34739
C -0.43866 -1.20806 -0.96868
O 0.46890 3.24056 -0.72982
O -0.37708 1.22357 -1.04665
Br -2.82423 0.36599 0.02412
H -0.72722 0.23424 1.01199
H 1.00959 1.33308 3.03307
H -0.30518 -1.03325 -2.13379
H -0.95824 -2.10531 -0.67464
H 0.66121 -1.14539 -0.63041

Results of the natural (NBO) charge analysis, in e, for atoms 1 through 5: -0.133, -0.153, 0.671, 0.119, -0.704

***

# C6H6BrO2

The ion C6H6BrO2 with charge -1 at a distorted geometry (ωB97M-V/def2-TZVPD, OMol25).

## Properties
E_tot, eV: -80456.2424
Net charge: -1
Kohn-Sham gap, hartree: 0.274
SMILES: C[C@@]1(C(=O)[O-])C=C[C@H]1Br
HOMO level, Eh: -0.1576
Relative energy (zero: lowest compared OMol25 entry of this formula, charge and spin), eV: 1.045

Positions of all 15 atoms, in Å:
C 1.35615 0.54339 -0.80417
C -0.04312 0.09634 -0.29342
C -1.14512 0.30898 -1.36542
O -0.67973 0.20218 -2.48318
O -2.25946 0.59348 -0.93111
C -0.18956 -1.38220 0.19592
C -0.47624 -1.13957 1.41947
C -0.32689 0.34554 1.33257
Br 1.03688 1.25096 2.30155
H 1.38439 0.17025 -1.84954
H 2.26810 0.20263 -0.07487
H 1.39121 1.62598 -0.96505
H -0.27832 -2.28120 -0.51226
H -0.82968 -1.52607 2.38474
H -1.20860 0.98931 1.64478

Results of the natural (NBO) charge analysis, in e, for atoms 1 through 5: -0.644, -0.156, 0.761, -0.760, -0.761

***

# C5H7N

The molecule C5H7N at a distorted geometry (ωB97M-V/def2-TZVPD, OMol25).

## Properties
E_tot, eV: -6785.0736
Kohn-Sham gap, hartree: 0.394
SMILES: C#CC/N=C/C
HOMO level, Eh: -0.3575
Relative energy (zero: lowest compared OMol25 entry of this formula, charge and spin), eV: 3.439

Positions of all 13 atoms, in Å:
C 2.71981 -1.51691 0.43359
C 1.53428 -1.20712 0.44476
C 0.07272 -1.36067 0.50321
N -0.86077 -0.33182 0.21101
C -0.43944 0.81340 -0.10993
C -1.53221 1.81150 -0.63623
H 3.71986 -1.61550 0.55859
H -0.09752 -2.19751 -0.27776
H -0.32637 -1.68925 1.45510
H 0.53011 1.33008 -0.04476
H -2.57263 1.43181 -0.53896
H -1.49448 1.68568 -1.68587
H -1.25335 2.84631 -0.31274

Results of the natural (NBO) charge analysis, in e, for atoms 1 through 5: -0.217, -0.037, -0.327, -0.407, 0.131

***

# C7H17N3S

A cluster of 2 separate species, C7H17N3S in total at a distorted geometry (ωB97M-V/def2-TZVPD, OMol25).

## Properties
E_tot, eV: -22820.2651
Net charge: +2
Kohn-Sham gap (alpha / beta), hartree: 0.292 / 0.292
HOMO level (alpha / beta), Eh: -0.6125 / -0.6125
Relative energy (zero: lowest compared OMol25 entry of this formula, charge and spin), eV: 0.000

Positions of all 28 atoms, in Å:
C -2.38731 0.85625 3.08524
C -0.76621 0.53770 -0.25837
C 2.64712 -1.53785 -1.84851
C 2.29075 0.27065 0.42878
C -3.77539 -1.43185 -1.00958
C 2.45253 -0.10365 -1.99800
C 1.62051 0.57855 -0.90438
N -1.95199 0.03129 -0.09062
N -2.23306 2.03341 3.60943
N 0.24015 -0.01313 -0.93649
S -2.26925 -1.47933 -0.52198
H -2.30819 0.47906 2.07949
H -0.56558 1.53802 0.17616
H 2.80233 -1.82973 -0.87402
H 1.73772 -2.05196 -2.31144
H 3.58787 -1.85809 -2.42814
H 1.63341 -0.49010 1.02455
H 2.25431 1.15487 1.04385
H 3.32144 -0.04054 0.30104
H -4.22079 -0.48149 -1.01629
H -2.90505 0.12319 3.62959
H -4.04618 -2.22029 -1.63092
H 1.81367 0.05154 -2.89227
H 3.50473 0.39988 -2.05199
H 1.67306 1.66011 -1.05812
H -1.80065 2.66138 2.93392
H -2.56405 2.24596 4.58108
H 0.21407 -1.08385 -1.06201

Results of the natural (NBO) charge analysis, in e, for atoms 1 through 5: 0.152, 0.368, -0.634, -0.628, -0.450

***

- relative energy (zero: lowest compared OMol25 entry of this formula, charge and spin) of number 4 (C24H16I3N3O3ReS3)?
  2.404 eV